# 1
Formula: C5H8N2
Source: the OMol25 dataset
Level of theory: ωB97M-V with the def2-TZVPD basis set

Geometry (Å):
C (0.53287, 1.03494, 1.30407)
C (-0.38317, 0.24117, 2.00886)
C (0.50681, 1.37581, 0.00718)
C (-1.68038, -1.38988, -0.51046)
C (-0.49866, 0.72283, -0.88501)
N (-0.64091, -0.74711, -0.73252)
N (0.66774, -1.13732, -0.98472)
H (1.36995, 1.42108, 1.87528)
H (0.11117, -0.55794, 2.60623)
H (1.25410, 2.06575, -0.50771)
H (-1.75216, -2.47605, -0.40138)
H (-1.33493, 1.24987, -0.68794)
H (-0.14457, 0.85797, -1.86566)
H (1.27153, -0.57987, -0.35207)
H (0.72061, -2.08124, -0.87414)

Forces on atoms 1 to 3 (eV/Å):
0.2130 0.3067 0.6112
0.4596 -0.3613 0.1217
0.9157 0.4663 -1.1225

Computed properties:
LUMO level (spin up / spin down), hartree: -0.02305 / -0.04070
Electronic energy, a.u.: -304.51456
Net charge: 0
2S+1: 1
Relative energy (zero: lowest compared OMol25 entry of this formula, charge and spin), kcal per mole: 201.39
Gap between HOMO and LUMO (spin up / spin down), eV: 7.040 / 6.564
Strongest force on any atom, eV Å⁻¹: 3.66



# 2
Formula: C8H10N3O2
Source: the OMol25 dataset
Level of theory: ωB97M-V with the def2-TZVPD basis set

Geometry (Å):
C (0.30823, 0.60963, -0.47891)
C (1.37198, 1.36753, -0.10264)
C (1.91738, 1.30193, 1.28104)
C (-0.04859, -0.25083, 1.70760)
C (-1.81649, -1.69736, 2.24156)
C (-1.46067, -1.00373, 0.03361)
C (2.06038, 2.33552, -1.08542)
C (-1.83994, -1.56028, -3.80913)
N (-2.04293, -1.70292, 0.83441)
N (1.11040, 0.38909, 2.15114)
N (-0.29448, -0.26520, 0.38709)
O (2.89006, 1.85703, 1.72267)
O (-0.58279, -0.97157, 2.63492)
H (-0.13682, 0.59235, -1.41324)
H (-2.78181, -1.42246, 2.92147)
H (-1.62801, -2.75871, 2.50748)
H (2.30934, 1.78111, -1.94633)
H (3.09354, 2.52880, -0.70173)
H (1.39601, 3.23339, -0.91362)
H (-1.85232, -0.58385, -3.27948)
H (-0.97931, -1.60846, -4.35984)
H (-2.44496, -2.47283, -3.49003)
H (1.45179, 0.30182, 3.15739)

Forces on atoms 1 to 3 (eV/Å):
2.6006 1.3147 1.5945
0.1085 -0.2969 -0.6498
-0.2237 -0.5821 0.5355

Computed properties:
LUMO level (spin up / spin down), hartree: -0.22003 / -0.16457
Electronic energy, a.u.: -625.12782
Net charge: +1
2S+1: 1
Relative energy (zero: lowest compared OMol25 entry of this formula, charge and spin), kcal per mole: 162.30
Gap between HOMO and LUMO (spin up / spin down), eV: 5.742 / 9.430
Strongest force on any atom, eV Å⁻¹: 5.38



# 3
Formula: C23H34N6O3
Source: the OMol25 dataset
Level of theory: ωB97M-V with the def2-TZVPD basis set

Geometry (Å):
C (5.96333, 1.99543, -0.58117)
C (4.72415, 1.32440, -1.16009)
C (4.04264, 0.42837, -0.12870)
H (3.85418, 0.99692, 0.78076)
H (4.70204, -0.40060, 0.13545)
C (2.74733, -0.18543, -0.66301)
N (1.62407, 0.74375, -0.74111)
C (1.17886, 1.02998, -1.98439)
O (1.71111, 0.62654, -2.99914)
C (-0.11186, 1.85790, -2.10576)
N (-1.20186, 1.06792, -1.61435)
N (-1.12622, -0.22852, -1.44423)
N (-2.26242, -0.62569, -0.99496)
C (-3.04236, 0.47424, -0.89587)
N (-2.37467, 1.55997, -1.28585)
C (-4.38723, 0.43027, -0.41797)
C (-5.11943, -0.64532, 0.02021)
C (-6.38174, -0.13103, 0.37598)
C (-6.33587, 1.21544, 0.13291)
O (-5.12803, 1.55927, -0.34753)
C (-7.35614, 2.28006, 0.31003)
H (-7.57384, 2.75785, -0.64434)
H (-8.26887, 1.85173, 0.71222)
H (-6.98864, 3.04724, 0.99034)
H (-7.21524, -0.68190, 0.76072)
H (-4.77955, -1.65858, 0.07332)
H (-0.07900, 2.80730, -1.56918)
H (-0.26124, 2.05943, -3.17199)
C (1.08411, 1.38013, 0.45401)
H (0.00934, 1.51035, 0.31099)
C (1.23972, 0.60142, 1.76813)
C (1.16454, 1.69994, 2.82484)
H (1.52262, 1.36412, 3.79587)
C (2.03116, 2.80683, 2.22860)
H (1.82833, 3.77969, 2.67327)
H (3.08374, 2.57421, 2.39427)
C (1.70347, 2.77763, 0.73063)
H (2.58906, 2.93857, 0.11934)
H (0.98682, 3.56248, 0.48513)
H (0.13551, 2.04698, 2.93650)
H (2.20242, 0.10320, 1.83561)
H (0.46084, -0.14997, 1.88668)
H (2.93565, -0.48839, -1.70264)
C (2.36955, -1.48923, 0.06735)
O (3.15901, -2.07808, 0.77962)
N (1.13016, -1.92517, -0.20346)
H (0.52151, -1.40623, -0.82534)
C (0.60918, -3.17928, 0.29183)
H (1.37805, -3.57588, 0.95972)
C (0.31678, -4.15838, -0.86062)
H (1.14173, -4.84757, -1.03038)
H (0.15241, -3.58593, -1.77520)
C (-0.97525, -4.86138, -0.45847)
C (-1.77534, -3.74332, 0.20123)
H (-2.59906, -4.11705, 0.80794)
C (-0.73208, -2.99975, 1.03622)
H (-0.98653, -1.94567, 1.13593)
H (-0.66286, -3.42912, 2.03558)
H (-2.17558, -3.07252, -0.55910)
H (-1.49034, -5.30267, -1.31023)
H (-0.76453, -5.64958, 0.26639)
H (4.02392, 2.08826, -1.50847)
H (5.00476, 0.72640, -2.02887)
H (6.67373, 1.24654, -0.23916)
H (6.44988, 2.61420, -1.33129)
H (5.70014, 2.62727, 0.26525)

Forces on atoms 1 to 3 (eV/Å):
-0.1776 -0.0502 -0.1923
-0.0017 0.0166 0.2754
-0.0902 -0.0808 -0.3937

Computed properties:
LUMO level, hartree: 0.02169
Electronic energy, a.u.: -1451.08895
Net charge: 0
2S+1: 1
Relative energy (zero: lowest compared OMol25 entry of this formula, charge and spin), kcal per mole: 0.88
Gap between HOMO and LUMO, eV: 9.089
SMILES string: CCC[C@@H](C(=O)NC1CCCC1)N(C(=O)Cn1nnc(-c2ccc(C)o2)n1)C1CCCC1
Strongest force on any atom, eV Å⁻¹: 1.38



# 4
Formula: C18H17F3N2O3S
Source: the OMol25 dataset
Level of theory: ωB97M-V with the def2-TZVPD basis set

Geometry (Å):
C (3.15929, 0.61201, -1.31153)
C (1.68792, 0.80257, -1.62257)
H (1.52209, 1.36575, -2.53279)
H (1.17781, 1.15142, -0.64417)
S (1.13258, -0.71046, -1.80539)
O (1.40863, -1.81775, -0.67618)
O (1.50843, -1.35521, -3.02274)
N (-0.39251, -0.91104, -1.97271)
C (-0.95645, -0.04853, -2.94638)
C (-1.55685, 1.21936, -2.35646)
C (-2.13430, 0.86083, -1.20624)
C (-2.54192, 2.10975, -0.40823)
C (-2.44936, 3.58495, -0.86635)
C (-1.60541, 3.47856, -2.12819)
C (-1.12255, 2.55120, -2.76063)
H (-0.69044, 2.47447, -3.60417)
H (-1.55102, 4.60961, -2.39126)
H (-2.79757, 4.20971, -0.31185)
H (-3.18960, 2.00075, 0.29918)
C (-2.61368, -0.53032, -0.77819)
C (-1.21419, -1.17964, -0.74877)
H (-1.52823, -2.51664, -0.70164)
C (-0.45533, -0.97123, 0.42026)
O (-0.24660, 0.10096, 0.73929)
N (-0.01011, -1.82116, 1.26596)
C (0.43322, -1.69982, 2.42254)
C (1.44210, -2.34673, 2.84959)
C (2.40735, -2.31876, 3.86271)
C (1.77735, -1.38824, 4.94585)
C (0.62434, -0.57735, 4.59382)
C (0.10525, -0.79550, 3.38687)
F (-1.06939, 0.00469, 3.27572)
F (0.28453, 0.31989, 5.45474)
F (2.46993, -1.01663, 6.06625)
H (3.12919, -2.80040, 4.23591)
H (2.02460, -3.31598, 1.94426)
H (-0.05704, -2.67385, 0.86248)
H (-3.17921, -0.66185, 0.19729)
H (-3.25778, -0.88905, -1.49611)
H (-1.82220, -0.78603, -3.42862)
H (-0.44637, 0.01559, -3.77752)
H (3.64349, -0.01011, -2.05568)
H (3.40814, -0.02301, -0.31744)
H (3.54186, 1.69324, -0.95093)

Forces on atoms 1 to 3 (eV/Å):
2.0489 1.1072 3.9306
0.6932 2.6308 3.3427
-0.2365 0.2852 0.0901

Computed properties:
LUMO level, hartree: 0.01569
Electronic energy, a.u.: -1728.52512
Net charge: 0
2S+1: 1
Relative energy (zero: lowest compared OMol25 entry of this formula, charge and spin), kcal per mole: 406.70
Gap between HOMO and LUMO, eV: 8.881
Strongest force on any atom, eV Å⁻¹: 19.97



# 5
Formula: C2H3NOS
Source: the OMol25 dataset
Level of theory: ωB97M-V with the def2-TZVPD basis set

Geometry (Å):
C (-0.00486, -0.09357, 0.55013)
C (-0.91095, -1.35845, 1.08010)
H (1.36113, 1.05651, -2.58337)
H (0.35409, 0.91228, 1.00808)
H (-1.14938, -2.24108, 0.45672)
N (0.62166, -0.31955, -0.56610)
O (-1.77885, -1.10486, 1.92353)
S (0.92551, 1.25376, -1.25553)

Forces on atoms 1 to 3 (eV/Å):
2.2437 -2.0193 -0.3850
-2.5278 3.6919 1.1800
-0.3327 -0.5491 1.6109

Computed properties:
LUMO level, hartree: -0.01661
Electronic energy, a.u.: -606.08193
Net charge: 0
2S+1: 1
Relative energy (zero: lowest compared OMol25 entry of this formula, charge and spin), kcal per mole: 66.16
Gap between HOMO and LUMO, eV: 8.920
Strongest force on any atom, eV Å⁻¹: 4.63



# 6
Formula: H6O3
Source: the OMol25 dataset
Level of theory: ωB97M-V with the def2-TZVPD basis set

Geometry (Å):
O (-1.08290, -0.71701, 1.07838)
H (-1.27716, -1.63037, 1.31984)
H (-0.34861, -0.61923, 1.72095)
O (1.13905, 1.51128, 0.51311)
H (0.52749, 2.20826, 0.24698)
H (0.82699, 0.69788, 0.14706)
O (0.36067, -0.44503, -1.41564)
H (-0.45958, -0.92149, -1.31068)
H (0.31406, -0.08427, -2.30001)

Forces on atoms 1 to 3 (eV/Å):
0.8480 -0.6766 1.1357
-0.6523 -0.1858 -0.4391
-0.2895 0.8068 -0.6343

Computed properties:
LUMO level, hartree: 0.02417
Electronic energy, a.u.: -229.30777
Net charge: 0
2S+1: 1
Relative energy (zero: lowest compared OMol25 entry of this formula, charge and spin), kcal per mole: 10.86
Gap between HOMO and LUMO, eV: 11.458
SMILES string: O.O.O
Strongest force on any atom, eV Å⁻¹: 1.58